Entry 1:
The following is a DFT calculation (ωB97M-V/def2-TZVPD) of a 5-piece molecular cluster, C7H20O4 overall in a non-equilibrium geometry.

Last column: Löwdin charge in e.
Cartesian coordinates (Å):
C1 -1.476365 -1.917951 0.910675  0.0400
C2 -1.243752 -1.436997 -0.313815  -0.1553
C3 -0.062341 -1.623939 -1.187372  -0.3305
C4 -0.235487 -1.449206 -2.501733  0.0624
C5 1.217166 -2.215025 -0.602398  -0.1619
C6 2.157572 -1.121504 -0.106711  -0.2320
C7 1.707042 -0.531756 1.233915  -0.0999
H1 -0.645766 -2.421532 1.379818  0.0537
H2 -2.462495 -1.850762 1.340054  0.0679
H3 -2.024823 -0.913991 -0.870357  0.0910
H4 0.602120 -1.578332 -3.175328  0.0787
H5 -1.206947 -1.182231 -2.894538  0.0724
H6 0.948522 -2.936758 0.164345  0.1051
H7 1.700811 -2.732951 -1.435472  0.1120
H8 2.157446 -0.309081 -0.842481  0.0938
H9 3.208010 -1.392761 -0.007539  0.1074
H10 1.491363 -1.353669 1.917647  0.0762
H11 0.852248 0.134157 1.250382  0.0348
H12 2.502645 0.100827 1.630302  0.0748
O1 -1.021665 0.944103 3.103997  -0.0692
H13 -0.997582 0.614999 2.201427  -0.0157
H14 -0.912552 1.888260 2.889945  0.0229
O2 -2.206709 2.153932 -0.908299  -0.0296
H15 -2.157143 1.236806 -0.698516  -0.0063
H16 -2.369581 2.574211 -0.053137  0.0581
O3 0.485503 2.991347 1.268041  -0.0525
H17 0.654439 2.815819 0.330327  0.0134
H18 1.322164 2.828898 1.691398  0.0336
O4 0.703818 1.735822 -1.647844  -0.0647
H19 0.582372 0.768207 -1.573978  0.0018
H20 -0.181322 2.101155 -1.771279  0.0176

Atoms 1-2, force components in eV/Å:
C 0.6 0.3 -1.2
C -0.4 0.1 -0.5

Results
E_tot = -579.62684 Eh
HOMO = -0.345 Ha
SMILES = C=CC(=C)CCC.O.O.O.O


Entry 2:
The following is a DFT calculation (ωB97M-V/def2-TZVPD) of C32H27KN3O2Si as an isolated structure in a non-equilibrium geometry.

Last column: Löwdin charge in e.
Cartesian coordinates (Å):
K1 -0.995619 -0.320521 -2.036007  0.8265
C1 -4.491823 2.384620 0.053518  -0.0736
C2 -3.558439 1.779021 -0.996588  -0.2947
N1 -3.315970 0.499284 -0.995525  -0.0466
N2 -4.018131 -0.286272 -0.215253  0.0094
C3 -3.401090 -1.522190 -0.053356  -0.4382
O1 -2.243567 -1.783497 -0.378793  -0.1108
C4 -4.221408 -2.648517 0.621234  -0.1291
C5 -5.305933 -2.378398 1.428027  -0.0366
C6 -5.922408 -3.479074 2.055073  -0.1005
C7 -5.462374 -4.769653 1.880247  -0.1070
C8 -4.345082 -5.025057 1.064987  -0.0916
C9 -3.726174 -3.960954 0.449155  -0.0368
C10 -2.816907 2.743550 -1.772676  -0.2247
C11 -3.246324 4.075945 -1.616445  -0.0457
C12 -2.844855 5.060016 -2.556622  -0.0575
C13 -1.808930 4.676679 -3.449849  -0.0842
C14 -1.174828 3.420198 -3.275897  -0.1564
N3 -1.666865 2.456982 -2.488008  0.0634
H1 -5.035317 1.498825 0.447214  0.0561
H2 -5.312822 3.004053 -0.346801  0.0740
H3 -3.978460 2.850553 0.882080  0.0771
H4 -5.665882 -1.371737 1.595883  0.1035
H5 -6.605563 -3.243650 2.850248  0.0881
H6 -5.943693 -5.618604 2.356118  0.0910
H7 -3.858271 -5.984058 0.947888  0.0955
H8 -2.847691 -4.141417 -0.146361  0.1071
H9 -3.791409 4.413895 -0.716259  0.0995
H10 -3.328464 6.050649 -2.558529  0.1017
H11 -1.353513 5.299947 -4.199203  0.0791
H12 -0.340716 3.134355 -3.877978  0.0969
O2 1.449383 -0.622472 -1.409919  -0.4816
Si1 2.489872 -0.279075 -0.290404  0.3530
C15 2.484235 1.536946 0.105618  -0.1969
C16 3.359208 2.120622 1.061686  -0.1023
C17 3.239983 3.460147 1.376886  -0.1066
C18 2.394535 4.311646 0.608332  -0.1163
C19 1.522849 3.745211 -0.288059  -0.1118
C20 1.560077 2.374585 -0.580519  -0.0705
C21 2.108083 -1.356274 1.209940  -0.2333
C22 3.048944 -1.428570 2.219808  -0.1125
C23 2.758504 -2.186344 3.352131  -0.1098
C24 1.575636 -2.890074 3.419397  -0.1319
C25 0.757200 -2.951480 2.315477  -0.0917
C26 0.993659 -2.184246 1.153418  -0.0512
C27 4.184243 -0.941713 -0.889354  -0.2199
C28 4.949623 -0.087706 -1.645014  -0.1015
C29 6.262572 -0.477162 -1.992527  -0.1280
C30 6.734745 -1.708347 -1.642725  -0.1358
C31 5.890923 -2.598354 -0.950440  -0.1022
C32 4.610985 -2.223701 -0.635907  -0.1080
H13 4.036989 1.408246 1.525433  0.0897
H14 3.886621 3.889014 2.226422  0.1147
H15 2.389376 5.347730 0.877017  0.0805
H16 0.724047 4.396810 -0.725379  0.1067
H17 0.841379 2.002713 -1.293484  0.0632
H18 4.016108 -0.976668 2.101764  0.0903
H19 3.405073 -2.235021 4.214356  0.0874
H20 1.228082 -3.372194 4.356184  0.1034
H21 -0.169829 -3.503810 2.371392  0.0910
H22 0.357230 -2.188955 0.293292  0.0762
H23 4.617463 0.882563 -1.988743  0.0981
H24 6.824160 0.280426 -2.650973  0.1158
H25 7.762051 -1.904569 -2.008555  0.0975
H26 6.388971 -3.496523 -0.563303  0.0973
H27 3.945550 -2.958375 -0.184767  0.1120

Atoms 1-2, force components in eV/Å:
K 0.7 0.0 -0.2
C -1.7 -2.0 -0.5

Results
E_tot = -2439.89208 Eh
HOMO = -0.173 Ha
total charge = -1


Q: Which of these has the lowest E_tot?
A: C32H27KN3O2Si


Q: The lowest E_tot belongs to which entry?
A: C32H27KN3O2Si


Q: The highest HOMO belongs to which entry?
A: C32H27KN3O2Si